This record from the Open Molecules 2025 dataset describes a molecular structure, CH11BNNaO2PSi2 in a non-equilibrium geometry. The level of theory is ωB97M-V/def2-TZVPD.

Structure (ORCA input):
```
! RIJCOSX wB97M-V def2-TZVPD def2/J DEFGRID3
* xyz 1 1
C 3.120 1.066 0.568
B 2.167 0.244 -0.351
O 2.444 0.135 -1.693
Si 0.561 -0.568 0.559
O -0.641 -1.090 -0.477
Si -2.188 -1.153 0.203
P -3.108 0.875 -0.151
N -3.593 0.944 -1.647
H 3.875 0.403 0.980
H 3.624 1.850 0.026
H 2.568 1.473 1.402
H 3.063 -0.562 -1.950
H 1.024 -1.753 1.361
H 0.007 0.452 1.472
H -2.098 -1.463 1.649
H -2.973 -2.131 -0.555
H -4.162 1.042 0.775
H -2.142 1.840 0.215
H -3.155 1.690 -2.168
Na 1.607 -3.297 -0.220
*
```

HOMO energy: -10.86 eV
max |F|: 1.260 eV/Å
gap between HOMO and LUMO: 0.210 Eh